[1]
{
  "formula": "C6H9N2O2",
  "method": "ωB97M-V with the def2-TZVPD basis set",
  "elements": ["C", "C", "C", "C", "N", "N", "H", "H", "H", "H", "H", "H", "C", "C", "O", "O", "H", "H", "H"],
  "positions_angstrom": [[-1.758, -1.723, 2.650], [0.772, -1.106, 0.252], [-0.621, -1.143, 1.843], [0.020, 0.055, 1.929], [-0.121, -1.901, 0.770], [0.963, 0.090, 0.897], [1.303, -1.292, -0.682], [1.551, 0.851, 0.580], [-0.169, 1.028, 2.360], [-1.538, -2.855, 2.757], [-2.645, -1.841, 2.000], [-1.925, -1.419, 3.655], [-0.134, 1.545, -2.983], [1.409, 1.732, -2.460], [2.199, 2.454, -3.070], [1.558, 1.126, -1.367], [-0.592, 2.230, -2.298], [-0.178, 0.446, -2.784], [-0.094, 1.722, -4.049]],
  "charge": -1,
  "homo_lumo_gap_ev": 7.7855,
  "homo_ha": -0.158,
  "relative_energy_kj_mol": 136.6,
  "multiplicity": 1,
  "e_lumo_ev": 3.5
}

***

[2]
{
  "formula": "C4H10N4",
  "method": "ωB97M-V with the def2-TZVPD basis set",
  "elements": ["C", "C", "N", "N", "N", "H", "H", "H", "H", "H", "C", "C", "N", "H", "H", "H", "H", "H"],
  "positions_angstrom": [[1.874, -0.396, 0.362], [0.847, 0.523, -0.221], [0.643, 1.926, 0.928], [-0.347, 2.544, 0.867], [0.715, 0.927, -1.404], [-1.171, 2.011, 0.274], [1.403, 0.565, -2.067], [2.868, 0.047, 0.277], [1.651, -0.571, 1.410], [1.854, -1.361, -0.148], [-1.430, -1.219, -0.883], [-1.126, -0.353, 0.307], [-0.940, -0.877, 1.456], [-0.764, -0.186, 2.186], [-1.543, 0.731, 0.172], [-0.730, -2.055, -0.929], [-2.439, -1.618, -0.786], [-1.364, -0.640, -1.803]],
  "charge": 0,
  "homo_lumo_gap_ev": [8.3852, 8.3858],
  "homo_ha": [-0.312, -0.312],
  "relative_energy_kj_mol": 469.2,
  "smiles": "[H]/N=N\\C(C)=N\\[H].[H]/N=C/C",
  "multiplicity": 1,
  "e_lumo_ev": [-0.1, -0.1]
}

***

[3]
{
  "formula": "C5H6N2O3",
  "method": "ωB97M-V with the def2-TZVPD basis set",
  "elements": ["O", "C", "C", "C", "C", "O", "C", "N", "N", "H", "H", "H", "H", "O", "H", "H"],
  "positions_angstrom": [[-2.458, 3.859, -1.436], [-2.763, 2.975, -0.496], [-1.902, 2.955, 0.765], [-0.765, 1.992, 0.757], [-0.055, 1.462, -0.312], [-3.537, 2.076, -0.741], [0.765, 0.454, 0.241], [0.593, 0.392, 1.559], [-0.335, 1.296, 1.845], [-1.539, 3.982, 0.910], [-2.585, 2.731, 1.596], [1.504, -0.168, -0.259], [-0.703, 1.359, 2.785], [-0.043, 2.007, -1.576], [-1.602, 3.632, -1.878], [0.529, 1.497, -2.157]],
  "charge": 0,
  "homo_lumo_gap_ev": 9.3397,
  "homo_ha": -0.327,
  "relative_energy_kj_mol": 87.1,
  "smiles": "O=C(O)Cc1[nH]ncc1O",
  "multiplicity": 1,
  "e_lumo_ev": 0.4
}

***

[4]
{
  "formula": "C2H8N3O2",
  "method": "ωB97M-V with the def2-TZVPD basis set",
  "elements": ["C", "C", "N", "N", "N", "O", "O", "H", "H", "H", "H", "H", "H", "H", "H"],
  "positions_angstrom": [[-0.288, -1.323, -0.696], [0.600, 0.087, 1.114], [0.447, -0.204, -0.135], [-1.468, 1.733, 0.724], [1.300, 0.447, -0.989], [-1.405, 1.531, -0.466], [-2.280, 2.724, 1.143], [-0.897, -1.647, 0.032], [-0.870, -0.979, -1.448], [0.278, -2.004, -1.247], [0.166, -0.490, 1.976], [1.210, 0.865, 1.371], [1.045, 1.412, -1.146], [1.422, -0.021, -1.873], [-2.311, 2.985, 2.073]],
  "charge": 1,
  "homo_lumo_gap_ev": 10.0818,
  "homo_ha": -0.538,
  "relative_energy_kj_mol": 637.4,
  "multiplicity": 1,
  "e_lumo_ev": -4.6
}

***

[5]
{
  "formula": "CH10N3O2",
  "method": "ωB97M-V with the def2-TZVPD basis set",
  "elements": ["N", "C", "N", "N", "H", "H", "H", "H", "H", "H", "H", "H", "O", "H", "H", "O"],
  "positions_angstrom": [[1.129, -0.820, -1.060], [0.289, -1.252, -0.105], [-0.412, -0.433, 0.693], [0.105, -2.569, -0.025], [1.234, 0.184, -1.147], [1.876, -1.446, -1.310], [-1.256, -0.876, 1.066], [-0.626, 0.516, 0.418], [0.388, -3.245, -0.742], [-0.539, -2.991, 0.623], [-1.769, 0.901, 2.684], [-0.958, 2.150, 2.970], [-1.165, 1.530, 2.263], [0.978, 2.161, -2.462], [0.427, 3.568, -1.901], [0.298, 2.622, -1.964]],
  "charge": 1,
  "homo_lumo_gap_ev": 11.7476,
  "homo_ha": -0.548,
  "relative_energy_kj_mol": 107.0,
  "multiplicity": 1,
  "e_lumo_ev": -3.2
}

***

[6]
{
  "formula": "C11H17BIrN5O2S3",
  "method": "ωB97M-V with the def2-TZVPD basis set",
  "elements": ["Ir", "N", "N", "C", "N", "S", "H", "H", "H", "H", "H", "S", "C", "C", "N", "C", "S", "C", "N", "C", "C", "C", "O", "B", "O", "C", "C", "C", "H", "H", "H", "H", "H", "H", "H", "H", "H", "H", "H", "H"],
  "positions_angstrom": [[-1.686, 0.083, -0.358], [-1.732, -0.006, 2.032], [-2.422, -1.100, 2.553], [-3.065, -1.971, 1.766], [-3.703, -2.980, 2.343], [-3.103, -1.837, 0.072], [-0.734, -0.071, 2.235], [-2.102, 0.866, 2.398], [-2.422, -1.233, 3.555], [-3.750, -3.103, 3.343], [-4.195, -3.643, 1.766], [-2.007, 0.051, -2.685], [-3.209, 1.237, -2.903], [-3.718, 1.369, -4.236], [-4.107, 1.472, -5.312], [-3.672, 2.050, -1.907], [-3.039, 2.026, -0.328], [-4.724, 2.991, -2.154], [-5.585, 3.735, -2.311], [3.520, 0.256, -1.687], [2.554, -0.362, -0.699], [2.807, -1.859, -0.575], [1.188, -0.215, -1.208], [0.394, 0.009, -0.136], [1.054, 0.195, 1.041], [2.471, 0.359, 0.687], [3.344, -0.241, 1.768], [2.716, 1.859, 0.586], [3.492, -0.310, -2.617], [4.534, 0.211, -1.288], [3.269, 1.291, -1.906], [2.611, -2.327, -1.539], [2.145, -2.312, 0.165], [3.842, -2.057, -0.298], [3.092, -1.280, 1.969], [3.231, 0.331, 2.689], [4.388, -0.183, 1.458], [2.113, 2.304, -0.207], [3.768, 2.066, 0.394], [2.440, 2.326, 1.531]],
  "s_squared": 0.77,
  "charge": 1,
  "homo_lumo_gap_ev": [6.1245, 6.0709],
  "homo_ha": [-0.421, -0.431],
  "relative_energy_kj_mol": 91.9,
  "multiplicity": 2,
  "e_lumo_ev": [-5.3, -5.7]
}